A structure of composition C2H3BaO, computed with wB97M-V/def2-TZVPD.

Summary:
- spin multiplicity = 1
- net charge = +1
- E_tot (hartree) = -178.41126
- maximum force (eV/A) = 1.08
- relative energy (zero: lowest compared OMol25 entry of this formula, charge and spin) (eV) = 0.0000
- E_HOMO (eV) = -11.601

```
7
C2H3BaO | the Open Molecules 2025 dataset | wB97M-V/def2-TZVPD
O 0.018 -0.518 0.598
C -0.893 -0.421 -0.143
C -1.791 -0.127 -1.031
H -2.583 0.576 -0.766
H 4.343 1.142 1.332
H -1.678 -0.512 -2.046
Ba 2.584 -0.140 2.056
```

natural (NBO) atomic charge list, values in e, 5 entries: -0.620, 0.739, -0.704, 0.295, -0.754


A structure of composition C2H3BeFO, computed with wB97M-V/def2-TZVPD.

Summary:
- spin multiplicity = 2
- net charge = +1
- E_tot (hartree) = -267.47642
- maximum force (eV/A) = 3.08
- E_HOMO (spin up / spin down) (eV) = -15.052 / -17.144

```
8
C2H3BeFO | the Open Molecules 2025 dataset | wB97M-V/def2-TZVPD
C -0.293 0.422 0.368
C -0.307 -0.823 -0.416
H -0.743 0.305 1.367
F -1.122 1.379 -0.287
H -0.125 -1.783 0.067
H -0.427 -0.762 -1.501
O 1.020 0.972 0.490
Be 1.997 0.291 -0.087
```

natural (NBO) atomic charge list, values in e, 5 entries: 0.357, -0.282, 0.209, -0.325, 0.227